# 1
The following is a DFT calculation (ωB97M-V/def2-TZVPD) of 4 unconnected molecules or ions with the total composition C34H80FN6OP.

Calculated values
SMILES: [H]/N=C(\N)NCCCC[PH2](CCCCCCCCC)CC(=O)F.CCN(CC)CC.CCN(CC)CC.CCN(CC)CC
HOMO-LUMO gap, eV: 8.38
E_HOMO, eV: -7.86
Largest force on an atom, Eh/bohr: 0.0179
E, eV: -59547.488
Energy relative to the best compared isomer or geometry (same formula, charge and spin), kJ/mol: 0.0
Net charge: 0
2S+1: 1

Each atom is followed by the atoms it is bonded to, with distances in Å.
Atoms and positions in Å:
1 H 0.82083 5.71510 -0.63056  N2 1.020
2 N 0.14568 5.27128 -0.00774  H1 1.020, C3 1.259
3 C 0.66208 5.11744 1.13040  N2 1.259, N4 1.419, N5 1.429
4 N 1.98118 5.53624 1.44235  C3 1.419, H24 1.011, H25 1.011
5 N -0.09267 4.49164 2.17028  C3 1.429, C6 1.479, H26 1.014
6 C 0.61593 3.41569 2.89623  N5 1.479, C7 1.531, H27 1.094, H28 1.095
7 C -0.17794 2.10737 2.94716  C6 1.531, C8 1.535, H29 1.095, H30 1.094
8 C -0.93225 1.68136 1.67950  C7 1.535, C9 1.534, H31 1.092, H32 1.096
9 C -0.22654 1.80349 0.32329  C8 1.534, P10 1.889, H33 1.098, H34 1.094
10 P 1.54738 1.15617 0.28079  C9 1.889, C11 1.820, C20 2.066, H35 1.409, H36 1.425
11 C 1.53830 0.66688 -1.47231  P10 1.820, C12 1.542, H37 1.090, H38 1.092
12 C 1.13187 -0.81069 -1.64561  C11 1.542, C13 1.535, H39 1.092, H40 1.093
13 C 1.86117 -1.51527 -2.79795  C12 1.535, C14 1.538, H41 1.095, H42 1.094
14 C 1.90744 -0.77384 -4.14470  C13 1.538, C15 1.531, H43 1.096, H44 1.093
15 C 0.77756 -1.14190 -5.11061  C14 1.531, C16 1.544, H45 1.095, H46 1.091
16 C -0.61273 -0.60897 -4.70127  C15 1.544, C17 1.532, H47 1.093, H48 1.094
17 C -1.21195 0.46079 -5.62028  C16 1.532, C18 1.538, H49 1.094, H50 1.097
18 C -0.31321 1.68499 -5.86149  C17 1.538, C19 1.543, H51 1.092, H52 1.095
19 C 0.60681 1.59703 -7.09715  C18 1.543, H53 1.090, H54 1.091, H55 1.092
20 C 3.47855 0.47606 0.56003  P10 2.066, C21 1.462, H56 1.089, H57 1.090
21 C 3.40607 -0.55075 1.59794  C20 1.462, O22 1.181, F23 1.383
22 O 3.40875 -0.41923 2.77189  C21 1.181
23 F 3.14349 -1.80373 1.07416  C21 1.383
24 H 2.27869 5.26233 2.36874  N4 1.011
25 H 2.10156 6.53409 1.33150  N4 1.011
26 H -0.34125 5.22630 2.82322  N5 1.014
27 H 0.80671 3.72542 3.92834  C6 1.094
28 H 1.60190 3.23885 2.45413  C6 1.095
29 H 0.50627 1.31619 3.27256  C7 1.095
30 H -0.91835 2.20273 3.74716  C7 1.094
31 H -1.87141 2.23606 1.62959  C8 1.092
32 H -1.21044 0.63039 1.81951  C8 1.096
33 H -0.79765 1.19905 -0.39427  C9 1.098
34 H -0.26447 2.83189 -0.04748  C9 1.094
35 H 2.08564 2.43828 0.51108  P10 1.409
36 H 1.20017 0.23779 1.31301  P10 1.425
37 H 2.53027 0.83493 -1.89265  C11 1.090
38 H 0.85013 1.33887 -1.98926  C11 1.092
39 H 0.05003 -0.88205 -1.77545  C12 1.092
40 H 1.35649 -1.36391 -0.72980  C12 1.093
41 H 1.36969 -2.48048 -2.95891  C13 1.095
42 H 2.87798 -1.74007 -2.46412  C13 1.094
43 H 1.89402 0.31065 -3.98988  C14 1.096
44 H 2.86155 -0.99566 -4.63036  C14 1.093
45 H 0.74194 -2.23316 -5.18726  C15 1.095
46 H 1.04085 -0.78113 -6.10560  C15 1.091
47 H -1.31648 -1.44345 -4.64470  C16 1.093
48 H -0.55752 -0.17928 -3.69627  C16 1.094
49 H -2.14177 0.80086 -5.15503  C17 1.094
50 H -1.50298 0.01884 -6.58082  C17 1.097
51 H -0.95637 2.55981 -5.97595  C18 1.092
52 H 0.28056 1.86554 -4.95983  C18 1.095
53 H 1.65681 1.75080 -6.84700  C19 1.090
54 H 0.31540 2.33296 -7.84731  C19 1.091
55 H 0.51777 0.61654 -7.56930  C19 1.092
56 H 3.92558 0.09682 -0.35723  C20 1.089
57 H 4.04711 1.31535 0.96181  C20 1.090
58 C 1.00014 0.74998 9.28647  C59 1.521, H65 1.091, H66 1.091, H67 1.091
59 C 1.42061 -0.07965 8.08237  C58 1.521, N60 1.450, H68 1.095, H69 1.102
60 N 2.30443 0.63062 7.17886  C59 1.450, C61 1.455, C63 1.453
61 C 2.44828 -0.01620 5.88331  N60 1.455, C62 1.531, H70 1.093, H71 1.095
62 C 3.11707 -1.39247 5.82112  C61 1.531, H72 1.090, H73 1.090, H74 1.092
63 C 3.52212 1.15483 7.77367  N60 1.453, C64 1.534, H75 1.093, H76 1.093
64 C 4.45343 0.16675 8.48721  C63 1.534, H77 1.091, H78 1.092, H79 1.089
65 H 0.59273 1.70997 8.96491  C58 1.091
66 H 0.22768 0.21907 9.84564  C58 1.091
67 H 1.82656 0.93885 9.97287  C58 1.091
68 H 0.52365 -0.33532 7.50952  C59 1.095
69 H 1.84000 -1.03524 8.43746  C59 1.102
70 H 2.99035 0.66581 5.22374  C61 1.093
71 H 1.44129 -0.10341 5.46130  C61 1.095
72 H 4.19463 -1.33080 5.97173  C62 1.090
73 H 2.95559 -1.81782 4.83071  C62 1.090
74 H 2.70594 -2.08553 6.55798  C62 1.092
75 H 3.24209 1.93498 8.48677  C63 1.093
76 H 4.07354 1.66545 6.97993  C63 1.093
77 H 3.90311 -0.48080 9.17186  C64 1.091
78 H 5.18877 0.71680 9.07789  C64 1.092
79 H 4.99775 -0.46771 7.78969  C64 1.089
80 C 0.85134 -2.34392 -10.44721  C81 1.521, H87 1.091, H88 1.091, H89 1.091
81 C -0.19032 -2.07487 -11.52295  C80 1.521, N82 1.453, H90 1.094, H91 1.102
82 N -1.55145 -2.12862 -11.01864  C81 1.453, C83 1.452, C85 1.453
83 C -2.55978 -2.18834 -12.06163  N82 1.452, C84 1.533, H92 1.093, H93 1.094
84 C -2.69821 -0.98482 -13.00101  C83 1.533, H94 1.089, H95 1.092, H96 1.091
85 C -1.83736 -1.24784 -9.89844  N82 1.453, C86 1.533, H97 1.094, H98 1.093
86 C -1.57583 0.25238 -10.07845  C85 1.533, H99 1.091, H100 1.092, H101 1.089
87 H 0.63072 -3.27595 -9.92498  C80 1.091
88 H 1.83933 -2.42791 -10.90146  C80 1.091
89 H 0.89890 -1.54063 -9.71047  C80 1.091
90 H -0.10850 -2.84428 -12.29575  C81 1.094
91 H 0.04951 -1.11887 -12.01597  C81 1.102
92 H -3.52277 -2.37999 -11.58036  C83 1.093
93 H -2.34216 -3.07471 -12.66563  C83 1.094
94 H -3.15100 -0.12665 -12.50567  C84 1.089
95 H -3.33777 -1.25071 -13.84480  C84 1.092
96 H -1.73354 -0.67559 -13.40568  C84 1.091
97 H -1.25052 -1.59395 -9.04303  C85 1.094
98 H -2.88156 -1.40562 -9.61670  C85 1.093
99 H -0.59569 0.44258 -10.51890  C86 1.091
100 H -1.59250 0.73786 -9.10033  C86 1.092
101 H -2.32764 0.73874 -10.69834  C86 1.089
102 C -3.06649 0.45241 7.44936  C103 1.521, H109 1.091, H110 1.091, H111 1.091
103 C -4.04756 -0.68990 7.23606  C102 1.521, N104 1.452, H112 1.094, H113 1.102
104 N -3.48635 -1.77994 6.45858  C103 1.452, C105 1.452, C107 1.453
105 C -4.47842 -2.72268 5.97340  N104 1.452, C106 1.533, H114 1.093, H115 1.095
106 C -5.26315 -3.54117 7.00522  C105 1.533, H116 1.089, H117 1.092, H118 1.091
107 C -2.25674 -2.35223 6.98008  N104 1.453, C108 1.534, H119 1.093, H120 1.093
108 C -2.26896 -2.90153 8.41206  C107 1.534, H121 1.091, H122 1.092, H123 1.089
109 H -2.65005 0.78548 6.49731  C102 1.091
110 H -3.57885 1.29570 7.91457  C102 1.091
111 H -2.24076 0.17273 8.10576  C102 1.091
112 H -4.91116 -0.31557 6.67905  C103 1.094
113 H -4.43279 -1.01240 8.21710  C103 1.102
114 H -3.97632 -3.40486 5.28189  C105 1.093
115 H -5.19230 -2.15265 5.37056  C105 1.095
116 H -4.64986 -4.31099 7.47211  C106 1.089
117 H -6.09992 -4.04219 6.51468  C106 1.092
118 H -5.67571 -2.90917 7.79283  C106 1.091
119 H -1.47671 -1.58880 6.91737  C107 1.093
120 H -1.94422 -3.13995 6.28991  C107 1.093
121 H -2.73178 -2.20009 9.10836  C108 1.091
122 H -1.24318 -3.06648 8.74803  C108 1.092
123 H -2.79584 -3.85146 8.49059  C108 1.089

# 2
The following is a DFT calculation (ωB97M-V/def2-TZVPD) of 6 unconnected molecules or ions with the total composition C34H81BF3NO23P5 at a distorted geometry.

Calculated values
HOMO-LUMO gap, eV: 6.32
E_HOMO, eV: -4.67
Largest force on an atom, Eh/bohr: 0.0396
E, eV: -140440.647
Net charge: -1
2S+1: 1

Each atom is followed by the atoms it is bonded to, with distances in Å.
Atoms and positions in Å:
1 C -1.43448 3.11076 3.93868  C2 1.559, H28 1.084, H29 1.086, H30 1.088
2 C -1.09087 2.19619 2.72351  C1 1.559, C3 1.531, H31 1.087, H32 1.090
3 C -0.12375 1.06905 3.09355  C2 1.531, C4 1.545, H33 1.088, H34 1.084
4 C -0.74484 -0.09496 3.89713  C3 1.545, C5 1.544, C6 1.538, H35 1.089
5 C -2.28652 -0.17777 3.87014  C4 1.544, H36 1.090, H37 1.081, H38 1.088
6 C -0.08038 -1.43450 3.53555  C4 1.538, C7 1.537, O11 1.375, C17 1.603
7 C -0.08469 -2.45585 4.68442  C6 1.537, F8 1.320, F9 1.334, F10 1.344
8 F 0.78888 -3.42393 4.47907  C7 1.320
9 F 0.24186 -1.91763 5.86064  C7 1.334
10 F -1.26814 -3.07201 4.84818  C7 1.344
11 O 1.24473 -1.19504 3.25884  C6 1.375, B12 1.512
12 B 1.64412 -1.73013 1.90258  O11 1.512, C13 1.649, O16 1.460, H39 1.230
13 C 3.19841 -2.27872 1.86764  B12 1.649, C14 1.493, H40 1.093, H41 1.092
14 C 3.95076 -1.60573 0.76746  C13 1.493, N15 1.260, H42 1.095
15 N 4.18679 -0.36849 0.81485  C14 1.260, H43 1.021
16 O 0.60100 -2.72904 1.68597  B12 1.460, C17 1.426
17 C -0.60998 -2.22679 2.24679  C6 1.603, O16 1.426, C18 1.547, H44 1.091
18 C -1.26124 -1.41507 1.10271  C17 1.547, C19 1.538, H45 1.085, H46 1.088
19 C -2.76970 -1.63073 0.89674  C18 1.538, C20 1.557, H47 1.088, H48 1.088
20 C -3.26704 -0.63498 -0.19242  C19 1.557, C21 1.545, H49 1.089, H50 1.086
21 C -3.85385 -1.36500 -1.42142  C20 1.545, C22 1.534, H51 1.091, H52 1.093
22 C -2.77499 -1.72775 -2.45033  C21 1.534, C23 1.540, H53 1.089, H54 1.092
23 C -2.48731 -0.62130 -3.48235  C22 1.540, C24 1.545, H55 1.089, H56 1.087
24 C -1.49486 0.43565 -2.94774  C23 1.545, C25 1.513, H57 1.087, H58 1.086
25 C -0.39940 0.77633 -3.93485  C24 1.513, O26 1.440, H59 1.088, H60 1.091
26 O 0.48464 1.69577 -3.26598  C25 1.440, C27 1.422
27 C 1.71271 1.06716 -2.92287  O26 1.422, H61 1.089, H62 1.094, H63 1.088
28 H -0.76567 3.96331 3.90965  C1 1.084
29 H -2.47018 3.42963 3.86513  C1 1.086
30 H -1.23191 2.55561 4.85165  C1 1.088
31 H -1.98490 1.86904 2.19978  C2 1.087
32 H -0.55448 2.83598 2.02230  C2 1.090
33 H 0.65632 1.51473 3.70729  C3 1.088
34 H 0.36295 0.73906 2.18307  C3 1.084
35 H -0.47749 0.07448 4.93938  C4 1.089
36 H -2.56164 -1.21995 4.03344  C5 1.090
37 H -2.73093 0.10270 2.92535  C5 1.081
38 H -2.70741 0.36338 4.71445  C5 1.088
39 H 1.55994 -0.75132 1.16272  B12 1.230
40 H 3.27438 -3.36618 1.78707  C13 1.093
41 H 3.71248 -1.98324 2.78435  C13 1.092
42 H 4.32083 -2.17621 -0.09125  C14 1.095
43 H 4.70577 -0.09223 -0.01988  N15 1.021
44 H -1.18259 -3.14388 2.39492  C17 1.091
45 H -0.77587 -1.74841 0.19129  C18 1.085
46 H -1.08737 -0.34275 1.16309  C18 1.088
47 H -3.35541 -1.44723 1.79496  C19 1.088
48 H -3.00165 -2.64949 0.59154  C19 1.088
49 H -3.98009 0.08322 0.21044  C20 1.089
50 H -2.39862 -0.07322 -0.52453  C20 1.086
51 H -4.33838 -2.28485 -1.09146  C21 1.091
52 H -4.63233 -0.72924 -1.85143  C21 1.093
53 H -1.86421 -1.99322 -1.91463  C22 1.089
54 H -3.11892 -2.60930 -2.99534  C22 1.092
55 H -2.09364 -1.09901 -4.37783  C23 1.089
56 H -3.43681 -0.13083 -3.68312  C23 1.087
57 H -1.00331 0.05805 -2.05447  C24 1.087
58 H -2.03338 1.34092 -2.68375  C24 1.086
59 H 0.13436 -0.10319 -4.28927  C25 1.088
60 H -0.79227 1.29701 -4.80933  C25 1.091
61 H 1.62975 -0.00290 -2.73927  C27 1.089
62 H 2.44136 1.29654 -3.70633  C27 1.094
63 H 2.08613 1.51483 -2.00423  C27 1.088
64 C 7.50046 -0.38366 3.93310  O65 1.445, H72 1.087, H73 1.088, H74 1.089
65 O 7.94099 -1.20664 5.03658  C64 1.445, P66 1.586
66 P 8.19438 -2.73493 4.69508  O65 1.586, O67 1.463, O68 1.589, O70 1.588
67 O 8.58576 -3.00135 3.31086  P66 1.463
68 O 6.89311 -3.50430 5.18322  P66 1.589, C69 1.433
69 C 5.64171 -2.81677 5.30030  O68 1.433, H75 1.089, H76 1.090, H77 1.085
70 O 9.27582 -3.17728 5.77078  P66 1.588, C71 1.436
71 C 9.99986 -4.37366 5.44263  O70 1.436, H78 1.089, H79 1.090, H80 1.087
72 H 6.85925 0.40113 4.32560  C64 1.087
73 H 8.36868 0.04501 3.43766  C64 1.088
74 H 6.93008 -0.96262 3.20888  C64 1.089
75 H 5.36750 -2.33586 4.36221  C69 1.089
76 H 5.69508 -2.07421 6.09612  C69 1.090
77 H 4.87626 -3.54213 5.55735  C69 1.085
78 H 10.83165 -4.11205 4.79049  C71 1.089
79 H 9.35686 -5.08605 4.92665  C71 1.090
80 H 10.36835 -4.82444 6.36021  C71 1.087
81 C -5.48224 5.38748 -6.68408  O82 1.438, H89 1.088, H90 1.088, H91 1.089
82 O -4.27962 5.79406 -6.00923  C81 1.438, P83 1.592
83 P -3.42883 4.62141 -5.34817  O82 1.592, O84 1.463, O85 1.591, O87 1.580
84 O -3.57824 3.31930 -5.99884  P83 1.463
85 O -3.80261 4.63937 -3.80150  P83 1.591, C86 1.428
86 C -5.04681 5.17170 -3.34501  O85 1.428, H92 1.090, H93 1.091, H94 1.085
87 O -1.95647 5.19443 -5.35133  P83 1.580, C88 1.444
88 C -0.92289 4.19604 -5.20471  O87 1.444, H95 1.089, H96 1.087, H97 1.085
89 H -6.21275 6.18907 -6.59715  C81 1.088
90 H -5.25865 5.18917 -7.73011  C81 1.088
91 H -5.90138 4.48717 -6.23719  C81 1.089
92 H -5.88744 4.67939 -3.83501  C86 1.090
93 H -5.08793 6.24612 -3.52906  C86 1.091
94 H -5.11835 4.99974 -2.27612  C86 1.085
95 H -0.71711 3.77764 -6.18877  C88 1.089
96 H -1.25008 3.39722 -4.54352  C88 1.087
97 H -0.02592 4.64896 -4.79468  C88 1.085
98 C 2.03111 -5.74967 5.37235  O99 1.453, H106 1.079, H107 1.086, H108 1.089
99 O 2.56390 -6.50762 6.49141  C98 1.453, P100 1.580
100 P 2.92105 -8.02042 6.20737  O99 1.580, O101 1.462, O102 1.597, O104 1.587
101 O 3.28824 -8.33508 4.82771  P100 1.462
102 O 1.68772 -8.86309 6.77308  P100 1.597, C103 1.427
103 C 0.39333 -8.27344 6.88637  O102 1.427, H109 1.090, H110 1.090, H111 1.086
104 O 4.05662 -8.33459 7.27127  P100 1.587, C105 1.436
105 C 4.85840 -9.49001 6.97915  O104 1.436, H112 1.089, H113 1.090, H114 1.087
106 H 1.34800 -5.00745 5.75541  C98 1.079
107 H 2.84956 -5.27596 4.83737  C98 1.086
108 H 1.48860 -6.39730 4.68533  C98 1.089
109 H 0.05724 -7.87444 5.92911  C103 1.090
110 H 0.40256 -7.48005 7.63352  C103 1.090
111 H -0.29747 -9.04800 7.20718  C103 1.086
112 H 5.65333 -9.20001 6.29426  C105 1.089
113 H 4.25784 -10.27066 6.51288  C105 1.090
114 H 5.28014 -9.86908 7.90625  C105 1.087
115 C -10.03805 3.16437 -1.93405  O116 1.442, H123 1.087, H124 1.087, H125 1.089
116 O -10.37233 4.56443 -2.02456  C115 1.442, P117 1.587
117 P -9.36163 5.56231 -1.31579  O116 1.587, O118 1.462, O119 1.594, O121 1.583
118 O -7.98486 5.08029 -1.22349  P117 1.462
119 O -10.03077 5.92910 0.08341  P117 1.594, C120 1.427
120 C -10.96708 5.05121 0.70687  O119 1.427, H126 1.090, H127 1.090, H128 1.086
121 O -9.53448 6.90654 -2.13337  P117 1.583, C122 1.440
122 C -8.45385 7.84811 -1.99351  O121 1.440, H129 1.089, H130 1.089, H131 1.086
123 H -10.96223 2.59162 -1.92338  C115 1.087
124 H -9.42768 2.88466 -2.78921  C115 1.087
125 H -9.48515 2.94805 -1.02136  C115 1.089
126 H -10.54137 4.05720 0.84739  C120 1.090
127 H -11.87744 4.98360 0.11117  C120 1.090
128 H -11.21565 5.46701 1.67846  C120 1.086
129 H -7.66679 7.58376 -2.69749  C122 1.089
130 H -8.04776 7.82384 -0.98295  C122 1.089
131 H -8.82792 8.84549 -2.20485  C122 1.086
132 C 4.40026 3.86060 -6.86659  O133 1.442, H140 1.087, H141 1.087, H142 1.089
133 O 4.94268 3.13615 -7.98905  C132 1.442, P134 1.588
134 P 5.03073 1.56039 -7.81231  O133 1.588, O135 1.463, O136 1.595, O138 1.583
135 O 4.04091 0.98812 -6.90021  P134 1.463
136 O 6.54773 1.25869 -7.42318  P134 1.595, C137 1.426
137 C 7.36369 2.25330 -6.80717  O136 1.426, H143 1.090, H144 1.090, H145 1.086
138 O 4.95334 1.00298 -9.29179  P134 1.583, C139 1.440
139 C 4.58699 -0.38554 -9.39907  O138 1.440, H146 1.088, H147 1.089, H148 1.086
140 H 4.86794 4.84185 -6.83386  C132 1.087
141 H 3.32383 3.95626 -6.98706  C132 1.087
142 H 4.60471 3.34718 -5.92838  C132 1.089
143 H 6.90468 2.62743 -5.89151  C137 1.090
144 H 7.54060 3.07880 -7.49697  C137 1.090
145 H 8.31623 1.79471 -6.55981  C137 1.086
146 H 3.50209 -0.46373 -9.36843  C139 1.088
147 H 5.00661 -0.96099 -8.57488  C139 1.089
148 H 4.96668 -0.77670 -10.33858  C139 1.086